(P)
{
  "formula": "CH2N2O2S",
  "method": "ωB97M-V/def2-TZVPD",
  "elements": ["O", "C", "O", "N", "N", "S", "H", "H"],
  "xyz": [[-1.38, -2.21, -0.84], [-1.46, -1.48, 0.04], [-1.57, -0.75, 0.91], [-1.23, 3.04, -0.20], [-1.17, 1.95, -0.07], [2.46, -0.75, 0.20], [2.48, -0.05, -0.92], [1.88, 0.24, 0.87]],
  "lowdin_charge": [0.213, -0.468, 0.169, 0.034, 0.028, 0.491, -0.232, -0.236],
  "homo_lumo_gap_ev": 10.57,
  "smiles": "O=C=O.N#N.S",
  "homo_energy_ha": -0.3656
}


(Q)
{
  "formula": "CH2N2O2S",
  "method": "ωB97M-V/def2-TZVPD",
  "elements": ["C", "N", "N", "O", "O", "S", "H", "H"],
  "xyz": [[-0.01, 0.78, -0.06], [-0.18, 0.32, 1.31], [0.06, -0.15, -1.06], [-0.74, -1.34, 1.32], [0.55, -0.81, 1.59], [0.22, 2.37, -0.22], [0.16, -1.19, -0.79], [-0.05, 0.03, -2.08]],
  "lowdin_charge": [-0.949, 0.058, 0.075, -0.033, -0.142, 0.732, 0.136, 0.123],
  "homo_lumo_gap_ev": 7.67,
  "homo_energy_ha": -0.3526
}


Which of them is least stable? Easy: (Q).


(P)
{
  "formula": "CH2N2O2S",
  "method": "ωB97M-V/def2-TZVPD",
  "elements": ["O", "C", "O", "N", "N", "S", "H", "H"],
  "xyz": [[0.88, -1.85, 1.24], [0.86, -1.96, 0.10], [0.76, -2.08, -1.02], [1.83, 0.80, -0.22], [1.54, 1.55, -0.98], [-1.98, 0.55, 0.33], [-2.30, 1.55, 1.16], [-1.57, 1.45, -0.61]],
  "lowdin_charge": [0.193, -0.526, 0.200, 0.052, 0.052, 0.466, -0.225, -0.213],
  "homo_lumo_gap_ev": 10.59,
  "smiles": "O=C=O.N#N.S",
  "homo_energy_ha": -0.3652
}


(Q)
{
  "formula": "CH2N2O2S",
  "method": "ωB97M-V/def2-TZVPD",
  "elements": ["C", "N", "N", "O", "O", "S", "H", "H"],
  "xyz": [[0.60, -1.12, -0.02], [-1.13, 0.43, -0.02], [0.11, 0.09, -0.09], [-3.61, 0.39, 0.25], [-0.08, -2.15, 0.16], [-2.58, -0.56, -0.17], [1.62, -1.11, 0.12], [-1.20, 1.33, 0.33]],
  "lowdin_charge": [-0.381, -0.226, -0.011, -0.552, -0.020, 1.012, 0.094, 0.086],
  "homo_lumo_gap_ev": [7.88, 7.77],
  "homo_energy_ha": [-0.3455, -0.3468]
}


(R)
{
  "formula": "CH2N2O2S",
  "method": "ωB97M-V/def2-TZVPD",
  "elements": ["C", "N", "N", "O", "O", "S", "H", "H"],
  "xyz": [[-1.17, 0.96, 0.67], [-1.14, 1.59, 1.63], [1.47, -0.35, -0.28], [-1.29, -1.42, -0.48], [0.57, 0.34, -1.09], [-1.09, 0.10, -0.89], [1.14, -1.32, -0.18], [1.51, 0.10, 0.63]],
  "lowdin_charge": [-0.383, 0.131, 0.012, -0.499, -0.456, 1.024, 0.082, 0.089],
  "homo_lumo_gap_ev": 10.46,
  "homo_energy_ha": -0.4003
}


(S)
{
  "formula": "CH2N2O2S",
  "method": "ωB97M-V/def2-TZVPD",
  "elements": ["C", "N", "N", "O", "O", "S", "H", "H"],
  "xyz": [[0.41, -1.14, -1.45], [0.49, 0.12, 0.67], [-0.44, 0.88, 0.54], [-1.11, 0.78, -0.63], [-0.93, 1.62, 1.39], [1.21, -2.43, -1.04], [-0.65, -0.12, -1.09], [1.02, 0.29, 1.62]],
  "lowdin_charge": [-0.439, 0.068, -0.515, -0.015, 0.018, 0.730, -0.007, 0.160],
  "homo_lumo_gap_ev": 9.02,
  "homo_energy_ha": -0.3791
}


Which of them is least stable? Easy: (S).


(P)
{
  "formula": "C5H7P",
  "method": "ωB97M-V/def2-TZVPD",
  "elements": ["C", "C", "C", "C", "P", "C", "H", "H", "H", "H", "H", "H", "H"],
  "xyz": [[-1.87, -0.39, -1.21], [-0.94, 0.11, -0.33], [-0.58, -0.46, 0.86], [0.73, -0.43, 1.29], [1.53, 0.88, 0.58], [0.26, 1.19, -0.68], [-2.47, 0.08, -1.96], [-2.40, -1.26, -0.81], [-1.23, -1.16, 1.26], [1.20, -0.89, 2.22], [1.61, 1.48, 1.77], [2.96, 0.89, -0.01], [0.10, 2.31, -0.85]],
  "lowdin_charge": [0.053, -0.386, -0.182, -0.308, 0.802, -0.288, 0.045, 0.048, 0.094, 0.098, -0.038, 0.043, 0.020],
  "homo_lumo_gap_ev": 6.89,
  "smiles": "C=C1C=C[PH2]=C1",
  "homo_energy_ha": -0.2568
}


(Q)
{
  "formula": "C5H7P",
  "method": "ωB97M-V/def2-TZVPD",
  "elements": ["P", "C", "C", "C", "C", "C", "H", "H", "H", "H", "H", "H", "H"],
  "xyz": [[2.65, -0.55, -0.08], [1.03, 0.25, 0.08], [0.52, 1.46, 0.18], [-0.44, 0.28, -0.01], [-1.42, -0.18, -1.02], [-1.62, -0.54, 0.46], [2.62, -1.20, 1.05], [3.18, 0.60, 0.72], [0.74, 2.45, 0.22], [-2.17, 0.43, -1.45], [-1.30, -1.14, -1.77], [-2.55, -0.24, 0.95], [-1.23, -1.61, 0.67]],
  "lowdin_charge": [0.826, -0.474, 0.059, -0.401, -0.148, -0.111, -0.190, -0.049, 0.057, 0.069, 0.145, 0.093, 0.123],
  "homo_lumo_gap_ev": 9.57,
  "smiles": "PC1=CC12CC2",
  "homo_energy_ha": -0.3156
}


Which of them is least stable? Easy: (P).